#i
The following is a quantum chemistry calculation of a cluster of 2 separate species, CH5NO in total, from OMol25.

## Properties
Orbital gap in eV: 8.460
LUMO energy in eV: -1.528

```
8
Properties=species:S:1:pos:R:3:mulliken_charge:R:1
C -0.98886 -0.14379 0.24999 -0.542
N 1.71907 0.14316 0.08175 -0.408
O -0.03446 -0.84998 -0.47848 -0.375
H -1.12636 0.90755 -0.04233 0.256
H -0.81385 0.06232 1.37322 0.229
H -2.00042 -0.45317 0.08368 0.319
H 2.22315 0.03919 -0.78846 0.256
H 2.10241 -0.65650 0.56086 0.265
```

---

#ii
The following is a quantum chemistry calculation of a cluster of 2 separate species, CH5NO in total, from OMol25.

## Properties
Orbital gap in eV: 9.373
LUMO energy in eV: -0.441
SMILES: N=O.C

```
8
Properties=species:S:1:pos:R:3:mulliken_charge:R:1
N 2.36551 0.44647 0.23869 -0.006
O 2.38705 -0.75060 0.05108 -0.224
H 2.68141 0.86353 -0.65942 0.220
C -1.50714 -0.12855 0.08830 -0.759
H -2.17416 -0.57738 -0.64184 0.248
H -0.48192 -0.53164 -0.04912 0.083
H -1.77446 -0.26589 1.15088 0.214
H -1.49629 0.94407 -0.17857 0.224
```

---

What should be chosen as the least stable of them? Choose #i.

---

#i
The following is a quantum chemistry calculation of a cluster of 2 separate species, ClH4NSi in total, from OMol25.

## Properties
Orbital gap in eV: 8.120
LUMO energy in eV: -0.626

```
7
Properties=species:S:1:pos:R:3:mulliken_charge:R:1
N 0.30893 -0.51256 -0.37545 -0.654
Si -1.31367 1.17777 2.58629 0.248
Cl 0.12068 2.50582 3.28536 -0.215
H 0.62394 -1.14098 0.35406 0.234
H 0.02840 -1.08158 -1.16649 0.222
H 1.10392 0.04178 -0.66946 0.219
H -1.52149 1.82382 1.26993 -0.054
```

---

#ii
The following is a quantum chemistry calculation of a cluster of 2 separate species, ClH4NSi in total, from OMol25.

## Properties
Orbital gap in eV: 8.124
LUMO energy in eV: -0.103

```
7
Properties=species:S:1:pos:R:3:mulliken_charge:R:1
N 1.41729 -0.26736 -0.19073 -0.697
Si -1.11327 0.46766 -0.44736 0.528
Cl -1.19560 2.24228 -1.23566 -0.128
H 1.39623 -1.11893 0.32859 0.170
H 1.84621 0.49823 0.32785 0.173
H -1.15054 0.40696 1.04285 -0.017
H -1.56624 -0.42117 -1.54212 -0.029
```

---

What should be chosen as the least stable of them? Choose #ii.

---

#i
The following is a quantum chemistry calculation of an isolated molecule of C5H8O4, from OMol25.

## Properties
Orbital gap in eV: 8.719
LUMO energy in eV: 0.804
SMILES: COC(=COC=O)OC

```
17
Properties=species:S:1:pos:R:3:mulliken_charge:R:1
C -2.15056 1.76882 -0.05077 -0.915
O -0.74423 1.57086 0.21775 -0.357
C -0.37813 0.27441 0.15455 0.729
C 0.97432 -0.12499 0.07533 -0.564
O 2.24398 0.65159 -0.06564 -0.351
C 3.72604 0.38292 -0.01249 0.235
O 4.24055 -0.67303 0.02224 -0.427
O -1.36698 -0.59622 0.10760 -0.379
C -1.05631 -1.95484 0.03273 -0.904
H -2.63597 0.96210 -0.50824 0.377
H -2.40464 2.60647 -0.56839 0.372
H -2.57792 1.74788 0.89110 0.363
H 1.06493 -1.11096 -0.12802 0.470
H 3.90792 1.46277 -0.09449 0.336
H -0.26352 -2.07562 0.68496 0.425
H -0.55033 -2.29197 -0.88063 0.381
H -2.02916 -2.60019 0.12240 0.210
```

---

#ii
The following is a quantum chemistry calculation of an isolated molecule of C5H8O4, from OMol25.

## Properties
Orbital gap in eV: 10.138
LUMO energy in eV: 0.417
SMILES: O=CCCCOC(=O)O

```
17
Properties=species:S:1:pos:R:3:mulliken_charge:R:1
O -1.99759 0.90606 0.70670 -0.464
C -2.48710 -0.23310 0.51877 0.170
C -1.63117 -1.36430 0.85294 -0.709
C -0.13466 -0.42511 1.13128 -0.675
C 0.68823 -0.34581 -0.14189 -0.562
O 1.21542 0.98354 -0.24996 -0.267
C 1.98089 1.24323 -1.29237 0.681
O 2.34403 0.44327 -2.12175 -0.558
O 2.15541 2.55742 -1.37557 -0.437
H -3.13052 -0.35613 -0.37354 0.293
H -1.58509 -2.07585 0.01821 0.342
H -1.90764 -1.76589 1.83774 0.310
H 0.61188 -0.88014 1.80826 0.362
H -0.40967 0.18226 2.00335 0.485
H 0.09527 -0.57714 -1.03561 0.308
H 1.52707 -1.05372 -0.11669 0.372
H 2.66524 2.76141 -2.16985 0.351
```

---

What should be chosen as the least stable of them? Choose #i.

---

#i
The following is a quantum chemistry calculation of an isolated molecule of CH3IOS2, from OMol25.

## Properties
Orbital gap in eV: 7.783
LUMO energy in eV: -1.328

```
8
Properties=species:S:1:pos:R:3:mulliken_charge:R:1
C 1.32040 0.18107 0.22897 -0.864
O -1.21175 -1.40797 -1.21747 -0.408
S -1.64729 -0.68349 -0.01064 0.349
S -0.11393 0.66055 1.16134 -0.109
I -3.27363 1.12120 -0.46185 0.032
H 1.27047 0.61799 -0.73384 0.307
H 2.22975 0.42592 0.63106 0.383
H 1.42599 -0.91526 0.40241 0.309
```

---

#ii
The following is a quantum chemistry calculation of an isolated molecule of CH3IOS2, from OMol25.

## Properties
Orbital gap in eV: 8.130
LUMO energy in eV: -1.156

```
8
Properties=species:S:1:pos:R:3:mulliken_charge:R:1
C -1.22753 0.30543 0.19643 -0.761
O 0.77774 -0.85104 -1.46464 -0.446
S 0.05869 -0.50963 1.26705 -0.051
S 1.50369 -1.09565 -0.21822 0.341
I 3.15714 0.80339 0.03099 -0.013
H -0.75954 1.08696 -0.32771 0.303
H -1.88667 0.68217 0.92385 0.329
H -1.62352 -0.42162 -0.40775 0.297
```

---

#iii
The following is a quantum chemistry calculation of a cluster of 2 separate species, CH3IOS2 in total, from OMol25.

## Properties
Orbital gap (alpha / beta) in eV: 7.849 / 6.557
LUMO energy (alpha / beta) in eV: -1.518 / -2.121

```
8
Properties=species:S:1:pos:R:3:mulliken_charge:R:1
C 0.39044 1.45512 -0.49468 -0.718
O -1.29975 -1.06225 1.29568 -0.312
S 1.63842 0.19898 -0.54241 -0.113
S -0.23864 -2.01890 1.27236 0.295
I -0.79596 -4.02167 -0.04838 -0.001
H 0.40185 2.04372 -1.38509 0.312
H 0.55003 2.27194 0.36659 0.259
H -0.64638 1.13306 -0.46406 0.278
```

---

#iv
The following is a quantum chemistry calculation of a cluster of 2 separate species, CH3IOS2 in total, from OMol25.

## Properties
Orbital gap in eV: 10.034
LUMO energy in eV: 0.241

```
8
Properties=species:S:1:pos:R:3:mulliken_charge:R:1
C 0.98393 -0.29919 -0.96804 -0.466
O 0.34511 1.04865 1.33849 -0.470
S 1.92727 -1.26739 0.34179 -0.158
S 0.14853 -0.23071 0.69419 0.432
I -3.34341 0.34075 0.18621 -0.038
H 1.48917 0.62474 -1.04782 0.273
H 0.83711 -0.78344 -1.93116 0.347
H -2.38771 0.56657 1.38634 0.080
```

---

What should be chosen as the least stable of them? Choose #iii.

---

#i
The following is a quantum chemistry calculation of a cluster of 2 separate species, C2HN2PS in total, from OMol25.

## Properties
Orbital gap (alpha / beta) in eV: 5.526 / 5.478
LUMO energy (alpha / beta) in eV: -4.156 / -4.136

```
7
Properties=species:S:1:pos:R:3:mulliken_charge:R:1
C -1.15947 1.01579 0.20408 0.240
C -0.37030 -1.38258 0.57006 0.304
N -1.65454 1.63053 -0.64418 -0.325
N -0.37117 -2.38219 0.00383 -0.312
P -0.37881 0.07000 1.56332 0.122
S 2.35154 0.13665 -0.40826 -0.227
H 1.58275 0.91180 -1.28885 0.198
```

---

#ii
The following is a quantum chemistry calculation of an isolated molecule of C2HN2PS, from OMol25.

## Properties
Orbital gap in eV: 9.808
LUMO energy in eV: -0.931
SMILES: N#CP(S)C#N

```
7
Properties=species:S:1:pos:R:3:mulliken_charge:R:1
N -0.02625 2.67429 0.49106 -0.317
C -0.08986 1.66234 -0.02615 0.150
P -0.66236 -0.14089 -0.80896 0.043
S -0.90483 -0.93033 1.17412 -0.205
C 1.00592 -0.53411 -0.89407 0.451
N 2.14328 -0.65549 -0.94544 -0.294
H -1.46591 -2.07580 1.00944 0.172
```

---

What should be chosen as the least stable of them? Choose #i.

---

#i
The following is a quantum chemistry calculation of an isolated molecule of C18H21N3O6, from OMol25.

## Properties
Orbital gap in eV: 9.210
LUMO energy in eV: -0.230
SMILES: CCOC(=O)c1ccc(NC(=O)CN2C(=O)C(=O)N(CC(C)C)C2=O)cc1

```
48
Properties=species:S:1:pos:R:3:mulliken_charge:R:1
C -6.77347 4.00190 2.18208 -1.107
C -5.59144 4.79261 1.64008 -0.248
O -4.36285 4.08939 1.82695 -0.341
C -4.05174 3.16247 0.91281 0.529
O -4.73275 2.91367 -0.05197 -0.618
C -2.76462 2.48516 1.21245 0.230
C -2.00547 2.80410 2.33514 -0.724
C -0.81165 2.15161 2.56894 -0.772
C -0.36005 1.17824 1.68146 0.173
N 0.85102 0.51387 1.95296 -0.046
C 1.87388 0.21378 1.11918 0.324
O 2.74083 -0.57317 1.42546 -0.658
C 1.94613 0.98326 -0.20568 -0.804
N 2.48920 0.09338 -1.20295 0.155
C 3.76892 0.14829 -1.69904 0.565
O 4.54531 1.05136 -1.56775 -0.588
C 3.94142 -1.17974 -2.45421 0.591
O 4.88326 -1.56257 -3.08935 -0.569
N 2.75906 -1.85208 -2.25776 0.183
C 2.50875 -3.21149 -2.69103 -1.349
C 2.48373 -4.19622 -1.51401 1.017
C 3.76514 -4.09313 -0.69065 -1.353
C 2.29787 -5.60969 -2.05853 -1.622
C 1.87656 -1.12373 -1.48592 0.408
O 0.77349 -1.44396 -1.13920 -0.612
C -1.13239 0.83290 0.57361 -0.192
C -2.32318 1.49072 0.34193 -0.664
H -6.61803 3.76292 3.23151 0.296
H -6.88910 3.07742 1.62175 0.316
H -7.68100 4.59005 2.08166 0.380
H -5.46399 5.73275 2.18085 0.307
H -5.72738 4.99062 0.57177 0.317
H -2.35486 3.56354 3.01606 0.462
H -0.21823 2.39431 3.43784 0.462
H 0.94880 0.12547 2.88396 0.294
H 2.66282 1.80216 -0.08578 0.388
H 0.98105 1.37704 -0.52284 0.536
H 1.55203 -3.23498 -3.21949 0.309
H 3.31610 -3.46532 -3.38221 0.457
H 1.63073 -3.94443 -0.87609 0.220
H 4.63953 -4.21349 -1.32704 0.320
H 3.78230 -4.86975 0.06969 0.441
H 3.83297 -3.13185 -0.18499 0.247
H 2.22379 -6.32075 -1.24015 0.402
H 1.39123 -5.67826 -2.65505 0.399
H 3.14456 -5.88986 -2.68124 0.358
H -0.80989 0.03334 -0.07708 0.686
H -2.93841 1.23812 -0.50810 0.497
```

---

#ii
The following is a quantum chemistry calculation of an isolated molecule of C18H21N3O6, from OMol25.

## Properties
Orbital gap in eV: 7.747
LUMO energy in eV: -0.590
SMILES: CCOc1cc(C(=O)Nc2ccc([N+](=O)[O-])cn2)cc(OCC)c1OCC

```
48
Properties=species:S:1:pos:R:3:mulliken_charge:R:1
C -1.71759 -4.97383 0.52692 -1.476
C -0.93539 -3.67001 0.50443 -0.352
O -1.87037 -2.61814 0.37224 -0.367
C -1.43022 -1.33607 0.35168 0.211
C -0.10029 -0.95796 0.41531 -0.694
C 0.23513 0.39528 0.38103 -0.333
C 1.62113 0.90365 0.45152 0.385
O 1.89299 2.03539 0.79125 -0.662
N 2.58744 -0.01304 0.07404 -0.084
C 3.95093 0.12633 0.05502 0.174
C 4.63220 1.27377 0.48959 -0.379
C 6.00554 1.27396 0.42121 -0.531
C 6.65565 0.14103 -0.07387 0.018
N 8.08449 0.10243 -0.16150 0.990
O 8.59505 -0.91107 -0.59383 -0.615
O 8.69790 1.08508 0.20173 -0.614
C 5.89232 -0.95057 -0.48078 -0.127
N 4.58111 -0.95560 -0.41681 -0.577
C -0.77190 1.35126 0.31307 -0.647
C -2.11165 0.99380 0.25182 0.784
O -3.12280 1.90804 0.20370 -0.259
C -2.80833 3.28736 0.13697 -0.398
C -4.12254 4.04531 0.02898 -1.418
C -2.45837 -0.36916 0.24641 0.794
O -3.70469 -0.89913 0.21846 -0.565
C -4.79603 -0.21439 -0.37304 -0.310
C -4.59701 0.02138 -1.86583 -1.045
H -2.41378 -4.97095 1.36051 0.333
H -2.28313 -5.08151 -0.39411 0.327
H -1.03623 -5.81341 0.63023 0.423
H -0.23413 -3.66437 -0.34274 0.397
H -0.36425 -3.55594 1.43655 0.385
H 0.66018 -1.71322 0.52826 0.489
H 2.28108 -0.90757 -0.28612 0.266
H 4.07860 2.11952 0.85971 0.525
H 6.58969 2.12426 0.73946 0.491
H 6.36644 -1.84203 -0.86813 0.456
H -0.47055 2.38537 0.32094 0.579
H -2.17924 3.48944 -0.74023 0.424
H -2.26555 3.59451 1.04021 0.371
H -4.65905 3.73823 -0.86495 0.300
H -4.74402 3.83740 0.89574 0.316
H -3.92808 5.11255 -0.02102 0.441
H -4.99322 0.73020 0.14041 0.224
H -5.63746 -0.89351 -0.20944 0.411
H -5.50656 0.43283 -2.29455 0.388
H -3.78210 0.72008 -2.03684 0.215
H -4.36336 -0.91695 -2.36355 0.334
```

---

What should be chosen as the least stable of them? Choose #ii.